Entry 1:
The following is a DFT calculation (ωB97M-V/def2-TZVPD) of a 6-piece molecular cluster, C41H46F8N6O6S overall in a non-equilibrium geometry.

```
108
Properties=species:S:1:pos:R:3
C -2.23684 0.84107 -2.44548
C -2.14970 0.13924 -1.07928
C -2.67183 1.04269 0.02457
C -2.48364 0.47817 1.44513
N -1.60263 1.36696 2.22602
C -1.56355 1.18438 3.62902
O -2.22789 0.42864 4.26489
C -0.43933 2.09366 4.05629
C -0.23978 2.76934 5.24025
C -1.20182 2.62358 6.39716
C -1.35758 3.88730 7.25802
C -2.64118 4.67115 6.96936
C -2.47290 5.73993 5.86397
O -1.10506 5.89074 5.43557
C -0.53499 7.01783 5.96930
C -0.54198 8.27073 5.15713
O -0.05088 6.98552 7.05886
C 0.90126 3.58164 5.28575
C 1.74281 3.71625 4.19956
S 3.09077 4.83796 4.49611
O 3.36735 5.64672 3.35200
O 2.89397 5.53129 5.73212
C 4.57296 3.71879 4.80961
F 4.91605 3.77082 6.08439
F 4.27123 2.44882 4.51525
F 5.57584 4.12437 4.05049
C 1.53580 3.02140 2.98112
C 2.39788 3.16999 1.74693
F 3.70786 3.32605 2.05369
F 2.31549 2.11493 0.93667
C 1.94513 4.43218 0.88481
F 2.99221 5.14189 0.49389
F 1.12281 5.23051 1.57862
F 1.27066 4.01440 -0.18581
C 0.41986 2.19948 2.95279
C -0.20723 1.29115 1.90317
O 0.24866 0.57131 1.08218
H -1.39645 1.52942 -2.50519
H -2.05240 0.08887 -3.20968
H -3.18739 1.34359 -2.59317
H -2.71579 -0.79096 -1.11634
H -1.10613 -0.13214 -0.93875
H -3.74211 1.16037 -0.14543
H -2.25700 2.04735 -0.03600
H -2.07120 -0.52593 1.43527
H -3.44532 0.51185 1.94360
H -2.15920 2.30988 5.99245
H -0.84674 1.80161 7.01714
H -0.48581 4.52398 7.20650
H -1.41296 3.55718 8.29377
H -2.95455 5.15728 7.88670
H -3.40125 3.96407 6.64889
H -2.81806 6.69284 6.26514
H -3.09256 5.52570 4.99831
H -1.37820 8.33987 4.46708
H 0.39369 8.38849 4.61867
H -0.60656 9.10346 5.84963
H 1.14241 4.13899 6.17660
C -0.54507 -4.08751 0.07892
C -1.48670 -5.09669 -0.26087
C -2.63532 -4.83960 0.43957
N -2.42417 -3.71498 1.18910
C -1.15507 -3.25008 0.97198
H 0.46069 -3.98787 -0.29274
H -1.33442 -5.91575 -0.94277
H -3.57943 -5.35611 0.46812
H -3.09636 -3.29502 1.80389
H -0.79548 -2.36613 1.47012
C 0.27925 -7.94348 -5.05480
C 1.22211 -7.87349 -3.99346
C 0.51494 -7.80262 -2.82395
N -0.81764 -7.82504 -3.13724
C -0.96932 -7.91434 -4.49402
H 0.49500 -8.00822 -6.10876
H 2.29545 -7.87448 -4.08044
H 0.84246 -7.73744 -1.80040
H -1.56859 -7.78157 -2.47430
H -1.94838 -7.94779 -4.94088
C 8.07175 2.63114 -0.38369
C 7.15791 1.65200 -0.85853
C 5.94105 1.92130 -0.28925
N 6.08478 3.02042 0.51077
C 7.37734 3.46115 0.45672
H 9.11655 2.71615 -0.63144
H 7.36957 0.84438 -1.53907
H 4.98929 1.42618 -0.38466
H 5.34807 3.43685 1.05434
H 7.69158 4.32397 1.01882
C -2.55760 -2.99520 -5.82735
C -2.64087 -2.00605 -6.84513
C -3.71885 -1.21322 -6.55692
N -4.29248 -1.68654 -5.40807
C -3.58828 -2.77002 -4.95538
H -1.82406 -3.77973 -5.74522
H -1.98307 -1.89028 -7.68992
H -4.12502 -0.35713 -7.06757
H -5.10343 -1.29847 -4.96468
H -3.87972 -3.28458 -4.05572
C -0.50308 -6.78937 -10.18843
C 0.05501 -7.67537 -11.15015
C 0.08972 -8.92188 -10.58516
N -0.42296 -8.82313 -9.32046
C -0.78917 -7.52821 -9.07252
H -0.67454 -5.73248 -10.30400
H 0.39184 -7.42493 -12.14197
H 0.43359 -9.86563 -10.97196
H -0.51558 -9.58358 -8.67315
H -1.21951 -7.24617 -8.12659
```

Results
Highest occupied orbital energy ... -7.97 eV
Total energy ... -97061.9947 eV
Orbital gap ... 6.9 eV

Here are the Löwdin charges for atoms 1 to 8, given in e: -0.100 -0.268 -0.184 -0.117 0.050 -0.355 0.160 0.002


Entry 2:
The following is a DFT calculation (ωB97M-V/def2-TZVPD) of C41H46N3PV as an isolated structure in a non-equilibrium geometry.

```
92
Properties=species:S:1:pos:R:3
V -0.00070 0.80733 0.14012
N 4.59221 2.28762 0.19170
N 0.90697 0.07074 -2.95013
C -1.98376 1.34267 0.56034
C -1.12137 2.49427 0.40751
C -0.13052 2.43110 1.44325
C 0.82680 3.53608 1.81880
H 0.60642 4.46679 1.28612
H 1.90416 3.26001 1.48277
H 0.89600 3.69679 2.90033
C -0.34425 1.23564 2.19744
C 0.23266 0.97740 3.55791
H -0.31082 1.55078 4.32955
H 1.28608 1.26735 3.64273
H 0.15765 -0.07804 3.84033
C -1.48282 0.55792 1.64441
C -2.23173 -0.53299 2.33846
H -1.55111 -1.31893 2.68640
H -2.96928 -0.98700 1.66895
H -2.77624 -0.14870 3.21772
C -1.31168 3.61134 -0.55265
H -1.75132 4.48573 -0.05115
H -1.98506 3.31863 -1.36778
H -0.36080 3.92673 -1.00189
C -3.31944 1.19358 -0.08550
H -3.75436 0.20426 0.11522
H -3.23600 1.30494 -1.17595
H -4.03299 1.95585 0.27960
C 5.82201 1.80727 0.03514
H 6.71933 2.25981 0.52177
C 6.06408 0.58354 -0.68573
H 7.10178 0.13552 -0.81213
C 4.88451 -0.07892 -1.20457
H 4.98491 -0.99053 -1.84152
C 3.58495 0.34989 -0.80864
H 2.66014 0.07123 -1.35604
C 3.51217 1.47146 0.07387
C 2.27248 2.13640 0.58802
H 1.86963 2.63834 -0.44071
C -0.30329 0.06419 -2.24920
C 0.75592 1.08462 -3.92466
H 1.53287 1.83532 -4.21222
C -0.54101 0.91063 -4.36963
H -0.83552 0.95797 -5.41596
N -1.22965 0.27067 -3.30468
C -2.59956 0.06079 -3.28079
C -3.42240 1.01976 -3.89705
C -4.77915 0.70452 -3.97518
H -5.41542 1.41517 -4.50806
C -5.27360 -0.47106 -3.39559
C -6.71282 -0.82362 -3.53785
H -7.02143 -1.44219 -2.69937
H -6.89995 -1.38579 -4.45498
H -7.32542 0.07412 -3.56936
C -4.41567 -1.34082 -2.69833
H -4.79818 -2.25154 -2.23411
C -3.05145 -1.08459 -2.60733
C -2.08167 -1.96887 -1.87448
H -1.14794 -2.16117 -2.42945
H -2.55042 -2.95084 -1.69485
H -1.80332 -1.56689 -0.87355
C -2.89108 2.33325 -4.39151
H -2.20946 2.25693 -5.25307
H -2.38719 2.94728 -3.62000
H -3.76965 2.89515 -4.73374
C 1.47725 -2.34741 -0.48239
P 1.20726 -1.28460 0.99827
C 0.61842 -2.46233 2.30743
C -0.32562 -3.44319 1.94346
C -0.84459 -4.33609 2.89278
C -0.45818 -4.25983 4.23657
C 0.52146 -3.32337 4.59626
C 1.02724 -2.40998 3.65827
C 2.87998 -0.94212 1.68114
C 3.78381 -2.00729 1.69226
C 4.99201 -1.90454 2.38467
C 5.34219 -0.70851 3.01531
C 4.49541 0.39867 2.90556
C 3.25967 0.26658 2.29166
H 1.36971 -3.41215 -0.22427
H 2.48603 -2.14198 -0.87725
H 0.75014 -2.09923 -1.27619
H -0.65896 -3.48874 0.90235
H -1.56168 -5.09666 2.57946
H -0.91836 -4.92135 4.98650
H 0.89355 -3.28896 5.62190
H 1.75128 -1.65505 3.98781
H 3.53281 -2.93535 1.17154
H 5.66084 -2.76548 2.41968
H 6.27107 -0.62561 3.58216
H 4.80056 1.36924 3.31018
H 2.59251 1.14049 2.26586
```

Results
Spin multiplicity ... 4
Highest occupied orbital energy (spin up / spin down) ... 1.34 / 1.35 eV
Total energy ... -82699.8176 eV
Charge ... -2
Orbital gap (spin up / spin down) ... 2.9 / 2.9 eV

Here are the Löwdin charges for atoms 1 to 8, given in e: 0.518 0.057 -0.024 -0.315 -0.342 -0.324 -0.152 0.054


Q: What is the formula in the first record?
A: C41H46F8N6O6S